Record 1
ORCA calculation (wB97M-V/def2-TZVPD) on a structure of composition C39H53AsN6O4Tb at a distorted geometry.

- ⟨S²⟩: 12.69
- Total charge: +1
- Electronic energy: -141704.32396 eV
- Gap between HOMO and LUMO (spin up / spin down): 6.0 / 5.9 eV
- LUMO level (spin up / spin down): -3.30 / -3.40 eV
- Spin multiplicity: 7

Positions of all 104 atoms, in Å:
Tb (-1.834, 0.455, 0.421)
C (-4.234, 2.153, 3.082)
C (-4.096, 2.211, 1.588)
C (-4.847, 1.374, 0.774)
C (-4.678, 1.357, -0.611)
C (-5.489, 0.413, -1.457)
C (-3.787, 2.261, -1.186)
C (-3.086, 3.184, -0.402)
C (-2.330, 4.316, -1.044)
C (-3.213, 3.110, 0.982)
H (-5.259, 1.918, 3.368)
H (-3.944, 3.096, 3.542)
H (-3.588, 1.370, 3.487)
H (-5.571, 0.706, 1.224)
H (-6.540, 0.707, -1.456)
H (-5.443, -0.601, -1.054)
H (-5.145, 0.405, -2.491)
H (-3.707, 2.322, -2.266)
H (-1.929, 4.034, -2.018)
H (-1.513, 4.663, -0.413)
H (-3.012, 5.155, -1.195)
H (-2.669, 3.813, 1.600)
N (-2.374, -1.790, -1.021)
C (-2.437, -2.786, 0.070)
C (-3.146, -4.082, -0.345)
C (-3.055, -5.269, 0.620)
C (-1.667, -5.578, 1.172)
N (-1.325, -4.558, 2.160)
C (-0.109, -4.255, 2.559)
N (0.918, -5.083, 2.310)
N (0.100, -3.107, 3.214)
C (-3.095, -2.105, 1.284)
O (-3.261, -2.749, 2.325)
O (-3.410, -0.883, 1.107)
H (-3.318, -1.659, -1.377)
H (-1.824, -2.143, -1.797)
H (-1.406, -3.006, 0.353)
H (-2.741, -4.378, -1.317)
H (-4.205, -3.858, -0.502)
H (-3.412, -6.161, 0.103)
H (-3.729, -5.108, 1.463)
H (-0.915, -5.584, 0.374)
H (-1.682, -6.571, 1.628)
H (-2.051, -3.830, 2.304)
H (0.737, -6.029, 2.028)
H (1.831, -4.882, 2.681)
H (-0.592, -2.374, 3.122)
H (1.036, -2.805, 3.418)
C (5.787, -3.379, -1.230)
C (4.718, -2.359, -0.939)
C (4.971, -1.003, -1.020)
C (4.004, -0.031, -0.750)
C (4.428, 1.400, -0.991)
C (2.725, -0.442, -0.349)
As (1.272, 0.726, 0.340)
N (-0.058, 0.782, -0.899)
C (0.033, 0.560, -2.278)
C (1.218, 0.525, -3.022)
C (1.196, 0.308, -4.393)
C (-0.001, 0.132, -5.072)
C (-1.191, 0.186, -4.356)
C (-1.172, 0.394, -2.986)
C (2.078, 2.486, 0.592)
C (2.757, 2.594, 1.817)
C (2.789, 1.465, 2.825)
C (3.422, 3.775, 2.122)
C (3.423, 4.854, 1.251)
C (4.165, 6.124, 1.576)
C (2.703, 4.738, 0.067)
C (2.012, 3.583, -0.281)
C (1.293, 3.578, -1.607)
C (2.439, -1.824, -0.300)
C (1.066, -2.360, 0.024)
C (3.428, -2.750, -0.598)
H (6.688, -2.908, -1.620)
H (5.440, -4.110, -1.962)
H (6.058, -3.925, -0.324)
H (5.955, -0.668, -1.331)
H (5.238, 1.416, -1.721)
H (4.798, 1.872, -0.077)
H (3.621, 2.020, -1.369)
H (2.162, 0.682, -2.520)
H (2.131, 0.288, -4.940)
H (-0.010, -0.030, -6.142)
H (-2.140, 0.073, -4.869)
H (-2.109, 0.445, -2.441)
H (3.196, 0.545, 2.398)
H (1.785, 1.246, 3.193)
H (3.413, 1.732, 3.677)
H (3.952, 3.852, 3.066)
H (4.743, 6.023, 2.494)
H (3.473, 6.960, 1.701)
H (4.849, 6.387, 0.768)
H (2.670, 5.583, -0.615)
H (1.065, 4.601, -1.906)
H (0.372, 3.010, -1.565)
H (1.912, 3.138, -2.392)
H (0.342, -2.027, -0.723)
H (0.717, -2.025, 1.002)
H (1.084, -3.452, 0.016)
H (3.183, -3.809, -0.572)
O (-1.070, 1.508, 2.068)
N (-1.140, 0.380, 2.760)
O (-0.834, -0.659, 1.993)

Mulliken atomic charge list, values in e, 6 entries:
1. Tb -0.780
2. C -1.593
3. C 1.155
4. C -0.810
5. C 1.353
6. C -1.776

Record 2
ORCA calculation (wB97M-V/def2-TZVPD) on the ion C7H6ClO3 with charge -1 at a distorted geometry.

- Total charge: -1
- Energy relative to the best compared isomer or geometry (same formula, charge and spin): 0.00 kJ/mol
- Electronic energy: -26020.25065 eV
- Gap between HOMO and LUMO: 7.5 eV
- LUMO level: 3.48 eV

Positions of all 17 atoms, in Å:
C (-0.579, -1.663, 0.293)
C (0.290, -1.755, 1.312)
C (-1.141, -0.735, -0.584)
C (-0.770, 1.418, -1.672)
C (0.894, 0.678, -0.075)
C (1.338, 0.135, 1.282)
C (-0.536, 0.665, -0.415)
O (0.799, -2.609, 2.049)
O (-2.004, -1.041, -1.362)
O (-0.010, 2.004, -2.383)
Cl (0.703, 1.098, 2.652)
H (-1.122, -2.687, 0.207)
H (-1.831, 1.467, -1.864)
H (1.340, 1.806, -0.210)
H (1.395, 0.134, -0.901)
H (2.413, 0.122, 1.283)
H (-1.180, 0.962, 0.388)

natural (NBO) atomic charge list, values in e, 6 entries:
1. C -0.643
2. C 0.646
3. C 0.563
4. C 0.488
5. C -0.430
6. C -0.354

Record 3
ORCA calculation (wB97M-V/def2-TZVPD) on a structure of composition C27H28N2SiZn at a distorted geometry.

- Total charge: 0
- Energy relative to the best compared isomer or geometry (same formula, charge and spin): 403.34 kJ/mol
- Electronic energy: -87722.84924 eV
- Gap between HOMO and LUMO (spin up / spin down): 4.0 / 4.5 eV
- LUMO level (spin up / spin down): -0.29 / -0.44 eV

Positions of all 59 atoms, in Å:
C (-2.768, 3.434, 0.706)
C (-2.865, 2.120, 0.197)
C (-2.396, 1.203, 1.213)
H (-3.332, 1.821, -0.746)
C (-1.970, 2.023, 2.339)
C (-2.231, 3.381, 2.014)
H (-2.128, 4.232, 2.690)
H (-3.128, 4.338, 0.209)
H (-2.579, 0.127, 1.245)
H (-1.696, 1.629, 3.322)
Zn (-0.434, 1.494, 0.563)
C (1.172, -1.156, -0.622)
H (1.206, -1.609, 0.481)
H (1.002, -0.189, -0.071)
H (0.244, -1.198, -1.220)
Si (1.225, -3.063, -0.356)
C (0.488, -3.740, -1.918)
C (-0.894, -3.745, -2.139)
H (-1.568, -3.365, -1.367)
C (-1.395, -4.242, -3.350)
H (-2.472, -4.251, -3.517)
C (-0.511, -4.725, -4.322)
H (-0.898, -5.113, -5.263)
C (0.877, -4.696, -4.115)
H (1.574, -5.060, -4.879)
C (1.381, -4.196, -2.907)
H (2.462, -4.152, -2.713)
C (0.601, -3.976, 1.120)
C (0.121, -5.290, 0.944)
H (0.162, -5.753, -0.047)
C (-0.425, -5.999, 2.021)
H (-0.811, -7.010, 1.862)
C (-0.479, -5.410, 3.290)
H (-0.916, -5.957, 4.127)
C (0.027, -4.118, 3.482)
H (-0.014, -3.657, 4.470)
C (0.587, -3.412, 2.410)
H (1.008, -2.418, 2.565)
H (2.065, -0.956, -1.216)
H (2.720, -3.080, -0.511)
N (1.010, 2.451, 1.805)
C (1.294, 3.765, 1.249)
C (1.927, 4.755, 1.979)
C (2.077, 6.035, 1.409)
C (1.614, 6.303, 0.135)
C (0.955, 5.307, -0.639)
C (0.360, 5.541, -1.897)
C (-0.363, 4.533, -2.509)
C (-0.484, 3.288, -1.882)
N (0.105, 3.025, -0.703)
C (0.830, 4.005, -0.066)
H (1.855, 1.886, 1.834)
H (0.682, 2.502, 2.773)
H (2.294, 4.537, 2.987)
H (2.571, 6.823, 1.985)
H (1.730, 7.285, -0.325)
H (0.477, 6.527, -2.343)
H (-0.863, 4.681, -3.462)
H (-1.081, 2.482, -2.316)

natural (NBO) atomic charge list, values in e, 6 entries:
1. C -0.286
2. C -0.338
3. C -0.597
4. H 0.222
5. C -0.406
6. C -0.300

Record 4
ORCA calculation (wB97M-V/def2-TZVPD) on a cluster of 8 separate species, C24H44O16 in total at a distorted geometry.

- Total charge: 0
- Electronic energy: -58355.96827 eV
- Gap between HOMO and LUMO: 7.9 eV
- LUMO level: -1.74 eV
- SMILES: O=C1C=CC(=O)C=C1.O=C1C=CC(=O)C=C1.OCCO.OCCO.OCCO.OCCO.OCCO.OCCO

Positions of all 84 atoms, in Å:
O (-0.532, 2.336, 1.322)
C (-0.809, 1.705, 0.324)
C (0.160, 1.199, -0.620)
C (-0.246, 0.456, -1.637)
C (-1.668, 0.070, -1.910)
O (-1.929, -0.434, -2.959)
C (-2.590, 0.418, -0.839)
C (-2.202, 1.248, 0.151)
H (1.180, 1.525, -0.490)
H (0.470, 0.218, -2.417)
H (-3.494, -0.149, -0.871)
H (-2.933, 1.679, 0.859)
O (-0.247, 4.778, -2.120)
C (0.630, 4.235, -2.701)
C (2.004, 4.822, -2.526)
C (3.079, 4.194, -2.939)
C (2.944, 2.854, -3.630)
O (3.900, 2.175, -3.958)
C (1.564, 2.348, -3.935)
C (0.486, 2.947, -3.446)
H (2.111, 5.711, -1.929)
H (4.086, 4.571, -2.942)
H (1.534, 1.455, -4.525)
H (-0.568, 2.615, -3.552)
O (-2.537, -3.107, 2.381)
C (-3.065, -2.491, 3.547)
C (-3.296, -1.040, 3.400)
O (-2.259, -0.204, 2.904)
H (-1.563, -3.095, 2.374)
H (-3.989, -2.992, 3.731)
H (-2.349, -2.711, 4.350)
H (-3.610, -0.635, 4.371)
H (-4.146, -0.884, 2.695)
H (-2.111, 0.491, 3.526)
O (-1.749, 1.546, 5.060)
C (-0.821, 2.406, 5.692)
C (-0.118, 3.208, 4.642)
O (-1.041, 3.719, 3.673)
H (-2.175, 2.236, 4.533)
H (-1.344, 3.025, 6.399)
H (-0.192, 1.818, 6.321)
H (0.484, 2.517, 4.070)
H (0.478, 4.042, 5.121)
H (-0.796, 3.234, 2.846)
O (-0.044, -1.962, 2.567)
C (0.528, -1.838, 1.310)
C (1.616, -2.919, 1.372)
O (2.494, -2.813, 2.483)
H (-0.811, -1.322, 2.666)
H (-0.176, -2.152, 0.482)
H (0.913, -0.849, 1.061)
H (2.232, -3.007, 0.490)
H (1.050, -3.875, 1.403)
H (1.880, -2.838, 3.238)
O (-3.242, -2.215, -0.115)
C (-3.812, -3.409, -0.666)
C (-3.157, -3.707, -2.033)
O (-1.842, -4.307, -1.925)
H (-3.062, -2.434, 0.816)
H (-3.781, -4.293, -0.017)
H (-4.896, -3.142, -0.911)
H (-3.099, -2.764, -2.563)
H (-3.791, -4.352, -2.636)
H (-1.202, -3.587, -1.820)
O (0.659, -2.665, -2.718)
C (0.538, -3.386, -3.887)
C (-0.360, -2.672, -4.879)
O (0.050, -1.248, -4.926)
H (1.054, -1.824, -2.916)
H (1.480, -3.606, -4.492)
H (0.221, -4.426, -3.687)
H (-1.422, -2.675, -4.538)
H (-0.336, -3.116, -5.874)
H (-0.625, -0.833, -4.382)
O (5.681, 2.830, 1.403)
C (5.635, 1.643, 0.601)
C (4.572, 1.777, -0.478)
O (3.301, 2.022, 0.158)
H (6.224, 3.511, 0.953)
H (6.598, 1.545, 0.078)
H (5.465, 0.786, 1.270)
H (4.471, 0.856, -0.962)
H (4.741, 2.617, -1.146)
H (3.520, 2.591, 0.878)

Mulliken atomic charge list, values in e, 6 entries:
1. O -0.858
2. C 0.236
3. C -0.471
4. C 0.129
5. C 0.437
6. O -0.675